(i)
Below is an isolated molecule of C4H9NO2, with properties calculated with ωB97M-V/def2-TZVPD.

Last column: Mulliken charge in e.
Geometry (Å):
1 C 2.572 0.542 0.809  -1.16
2 C 1.459 -0.193 1.581  -0.47
3 C 0.410 -0.857 0.692  -0.37
4 N -0.675 0.035 0.392  -0.13
5 C -1.430 -0.009 -0.756  0.55
6 O -2.346 0.778 -0.909  -0.59
7 O -0.645 -0.330 -1.889  -0.49
8 H 2.986 -0.179 0.072  0.29
9 H 3.411 0.829 1.456  0.34
10 H 2.124 1.267 0.117  0.32
11 H 1.033 0.476 2.352  0.31
12 H 2.067 -0.931 2.080  0.31
13 H 0.788 -1.319 -0.223  0.35
14 H 0.048 -1.715 1.288  0.21
15 H -1.092 0.655 1.073  0.21
16 H -0.851 0.482 -2.384  0.31

Computed properties:
- LUMO level: 0.5 eV
- SMILES string: CCCNC(=O)O
- HOMO energy: -9.7 eV
- Total charge: 0
- Gap between HOMO and LUMO: 10.288 eV

---

(ii)
Below is a cluster of 2 separate species, C4H9NO2 in total, with properties calculated with ωB97M-V/def2-TZVPD.

Last column: Mulliken charge in e.
Geometry (Å):
1 N 1.431 0.409 1.522  -0.30
2 C 1.414 -0.883 1.095  0.52
3 O 2.002 -1.788 1.659  -0.64
4 C 0.594 -1.098 -0.155  -0.76
5 C -0.725 -0.393 -0.209  -0.34
6 C -0.856 0.763 -0.907  -0.20
7 O 0.194 1.633 -0.907  -0.49
8 H 2.048 0.638 2.282  0.22
9 H 1.035 1.150 0.960  0.22
10 H 1.182 -0.798 -1.030  0.30
11 H 0.419 -2.178 -0.247  0.26
12 H -1.495 -0.809 0.430  0.37
13 H -1.613 1.021 -1.641  0.43
14 H 0.066 2.295 -1.593  0.36
15 H -2.790 -0.342 -0.701  0.01
16 H -2.906 0.381 -0.558  0.06

Computed properties:
- LUMO level: 0.3 eV
- SMILES string: NC(=O)C/C=C\O.[H][H]
- HOMO energy: -8.6 eV
- Total charge: 0
- Gap between HOMO and LUMO: 8.861 eV

---

It is (i) that is most stable; the runner-up trails by 0.0746 hartree.

---

(i)
Below is an isolated molecule of C4H9NO2, with properties calculated with ωB97M-V/def2-TZVPD.

Last column: Mulliken charge in e.
Geometry (Å):
1 C -1.149 0.589 -1.500  -0.95
2 N 0.042 0.025 -0.814  0.19
3 C 0.482 -1.276 -1.217  0.16
4 O 0.710 -1.483 -2.401  -0.53
5 C 0.750 0.553 0.343  -0.73
6 C 0.488 -0.242 1.591  -0.44
7 O -0.939 -0.221 1.955  -0.52
8 H -1.622 -0.116 -2.200  0.32
9 H -1.012 1.467 -2.038  0.33
10 H -1.918 0.746 -0.783  0.36
11 H 1.005 -1.682 -0.261  0.16
12 H 1.817 0.595 0.204  0.32
13 H 0.458 1.609 0.682  0.35
14 H 1.109 0.163 2.431  0.33
15 H 0.891 -1.311 1.571  0.34
16 H -1.110 0.583 2.438  0.31

Computed properties:
- LUMO level: 0.7 eV
- SMILES string: CN(C=O)CCO
- HOMO energy: -8.9 eV
- Total charge: 0
- Gap between HOMO and LUMO: 9.610 eV

---

(ii)
Below is an isolated molecule of C4H9NO2, with properties calculated with ωB97M-V/def2-TZVPD.

Last column: Mulliken charge in e.
Geometry (Å):
1 O -0.331 -2.562 1.703  -0.47
2 C -0.593 -1.443 2.086  -0.13
3 C -0.966 -0.325 1.132  -0.50
4 C -0.095 -0.141 -0.126  -0.35
5 N -0.188 1.300 -0.508  -0.46
6 C 0.267 1.472 -1.897  -0.25
7 O 1.662 1.256 -2.080  -0.51
8 H -0.517 -1.300 3.165  0.38
9 H -1.177 0.668 1.509  0.40
10 H -1.950 -0.654 0.777  0.22
11 H -0.434 -0.755 -0.951  0.32
12 H 0.933 -0.370 0.165  0.25
13 H 0.503 1.814 0.031  0.25
14 H -0.101 2.444 -2.222  0.28
15 H -0.163 0.715 -2.565  0.26
16 H 2.127 1.248 -1.262  0.30

Computed properties:
- LUMO level: 0.7 eV
- SMILES string: O=CCCNCO
- HOMO energy: -9.8 eV
- Total charge: 0
- Gap between HOMO and LUMO: 10.480 eV

---

It is (ii) that is most stable; the runner-up trails by 0.0198 hartree.

---

(i)
Below is an isolated molecule of C4H9NO2, with properties calculated with ωB97M-V/def2-TZVPD.

Last column: Mulliken charge in e.
Geometry (Å):
1 N 0.913 -0.417 1.593  -0.30
2 C -0.160 0.401 1.728  0.34
3 O -0.658 0.660 2.814  -0.66
4 C -0.759 1.020 0.467  -0.35
5 C -0.196 0.753 -0.934  -0.67
6 C -0.142 -0.699 -1.408  -0.42
7 O 1.157 -1.220 -1.123  -0.59
8 H 1.233 -0.865 2.438  0.22
9 H 1.249 -0.745 0.693  0.27
10 H -1.818 0.741 0.504  0.26
11 H -0.741 2.101 0.649  0.29
12 H -0.826 1.314 -1.637  0.34
13 H 0.816 1.162 -1.038  0.30
14 H -0.920 -1.302 -0.915  0.32
15 H -0.316 -0.744 -2.491  0.35
16 H 1.168 -2.160 -1.340  0.29

Computed properties:
- LUMO level: 0.6 eV
- SMILES string: NC(=O)CCCO
- HOMO energy: -9.4 eV
- Total charge: 0
- Gap between HOMO and LUMO: 10.034 eV

---

(ii)
Below is a cluster of 2 separate species, C4H9NO2 in total, with properties calculated with ωB97M-V/def2-TZVPD.

Last column: Mulliken charge in e.
Geometry (Å):
1 C 1.889 -0.470 -1.695  -0.60
2 N 1.967 0.398 -0.569  0.02
3 C 1.929 1.075 0.384  -0.23
4 O -0.523 0.680 1.818  -0.55
5 C -1.283 0.869 0.636  -0.40
6 C -1.709 -0.506 0.136  -0.39
7 O -0.576 -1.346 0.023  -0.51
8 H 1.361 -1.375 -1.389  0.26
9 H 1.318 0.021 -2.488  0.26
10 H 2.895 -0.697 -2.055  0.30
11 H 0.335 1.120 1.704  0.32
12 H -2.160 1.495 0.847  0.34
13 H -0.681 1.368 -0.135  0.25
14 H -2.446 -0.937 0.832  0.25
15 H -2.176 -0.435 -0.853  0.33
16 H -0.097 -1.190 0.854  0.35

Computed properties:
- LUMO level: 0.8 eV
- HOMO energy: -10.1 eV
- Total charge: 0
- Gap between HOMO and LUMO: 10.961 eV

---

(iii)
Below is an isolated molecule of C4H9NO2, with properties calculated with ωB97M-V/def2-TZVPD.

Last column: Mulliken charge in e.
Geometry (Å):
1 C 1.331 -0.278 -1.026  -1.29
2 C 0.686 -0.023 0.337  0.37
3 C -0.058 1.334 0.299  -0.75
4 O -0.682 1.700 1.499  -0.53
5 N -0.300 -1.061 0.787  -0.40
6 C -1.486 -1.048 0.020  -0.03
7 O -2.578 -0.943 0.506  -0.45
8 H 1.821 -1.256 -1.052  0.35
9 H 2.088 0.484 -1.246  0.38
10 H 0.588 -0.238 -1.831  0.32
11 H 1.473 0.068 1.099  0.27
12 H 0.663 2.129 0.071  0.40
13 H -0.778 1.317 -0.539  0.36
14 H -1.368 1.045 1.688  0.35
15 H -0.142 -2.062 0.547  0.32
16 H -1.320 -1.215 -1.065  0.33

Computed properties:
- LUMO level: 0.8 eV
- SMILES string: C[C@@H](CO)NC=O
- HOMO energy: -10.0 eV
- Total charge: 0
- Gap between HOMO and LUMO: 10.844 eV

---

(iv)
Below is a structure of composition C4H9NO2, with properties calculated with ωB97M-V/def2-TZVPD.

Last column: Mulliken charge in e.
Geometry (Å):
1 O -1.326 1.976 0.638  -0.59
2 C -0.365 1.471 0.088  0.27
3 C 0.258 0.149 0.738  -0.29
4 C -0.502 -0.330 -0.866  -1.08
5 C 0.404 -1.614 -1.209  -0.38
6 O 1.815 -1.334 -1.327  -0.46
7 N -0.507 -0.106 1.923  -0.62
8 H 0.480 1.982 -0.384  0.36
9 H 1.331 0.265 0.881  0.48
10 H -0.491 0.147 -1.868  0.39
11 H -1.524 -0.487 -0.542  0.47
12 H 0.025 -2.035 -2.139  0.36
13 H 0.171 -2.189 -0.301  0.27
14 H 1.631 -0.416 -1.050  0.32
15 H 0.065 -0.525 2.639  0.26
16 H -0.761 0.866 2.179  0.25

Computed properties:
- LUMO level: 0.7 eV
- HOMO energy: -8.9 eV
- Total charge: 0
- Gap between HOMO and LUMO: 9.621 eV

---

It is (i) that is most stable; the runner-up trails by 0.0565 hartree.

---

(i)
Below is an isolated molecule of C4H9NO2, with properties calculated with ωB97M-V/def2-TZVPD.

Last column: Mulliken charge in e.
Geometry (Å):
1 C 1.147 -1.446 1.623  -1.05
2 C 1.151 -1.383 0.078  -0.43
3 N -0.019 -0.844 -0.600  -0.24
4 C -0.233 0.505 -0.614  0.66
5 O 0.608 1.350 -0.384  -0.60
6 O -1.517 0.784 -0.939  -0.37
7 C -1.809 2.178 -1.029  -0.61
8 H 0.213 -1.168 2.110  0.33
9 H 1.360 -2.459 1.976  0.31
10 H 1.879 -0.768 2.052  0.30
11 H 1.986 -0.750 -0.222  0.26
12 H 1.327 -2.374 -0.352  0.41
13 H -0.846 -1.434 -0.661  0.25
14 H -2.828 2.243 -1.415  0.23
15 H -1.749 2.658 -0.048  0.28
16 H -1.109 2.672 -1.706  0.28

Computed properties:
- LUMO level: 0.9 eV
- SMILES string: CCNC(=O)OC
- HOMO energy: -9.8 eV
- Total charge: 0
- Gap between HOMO and LUMO: 10.699 eV

---

(ii)
Below is an isolated molecule of C4H9NO2, with properties calculated with ωB97M-V/def2-TZVPD.

Last column: Mulliken charge in e.
Geometry (Å):
1 H -3.795 0.051 -0.358  0.27
2 N -2.880 0.408 -0.662  -0.58
3 C -1.930 -0.297 -0.151  -0.29
4 C -0.426 0.033 -0.524  0.28
5 O 0.059 -1.000 -1.361  -0.56
6 C 0.360 0.083 0.753  -0.65
7 C 1.796 0.674 0.435  -0.56
8 O 2.786 -0.104 1.086  -0.55
9 H -2.141 -1.142 0.528  0.36
10 H -0.415 0.984 -1.066  0.26
11 H -0.461 -0.957 -2.184  0.36
12 H -0.124 0.728 1.494  0.36
13 H 0.468 -0.915 1.190  0.36
14 H 1.849 1.693 0.828  0.33
15 H 2.036 0.721 -0.632  0.29
16 H 2.817 -0.960 0.623  0.32

Computed properties:
- LUMO level: 0.8 eV
- SMILES string: [H]/N=C/[C@H](O)CCO
- HOMO energy: -9.9 eV
- Total charge: 0
- Gap between HOMO and LUMO: 10.708 eV

---

It is (i) that is most stable; the runner-up trails by 0.0590 hartree.